{
  "formula": "C31H25ClN4O5PRuS",
  "method": "ωB97M-V/def2-TZVPD",
  "multiplicity": 6,
  "orbital_gap_ev": [6.17, 6.29],
  "charge": 0,
  "max_force_ha_per_bohr": 0.03450,
  "relative_energy_kj_mol": 120.5,
  "symbols": ["Ru", "O", "C", "C", "C", "C", "C", "C", "C", "P", "C", "C", "C", "C", "C", "C", "C", "C", "C", "C", "C", "C", "H", "H", "H", "H", "H", "H", "H", "H", "H", "H", "H", "H", "H", "H", "N", "C", "C", "C", "C", "C", "C", "S", "O", "O", "N", "C", "N", "C", "C", "C", "N", "H", "H", "H", "H", "H", "H", "H", "H", "H", "Cl", "C", "C", "O", "O", "H", "H"],
  "coordinates": [[1.037, 1.026, -0.346], [3.479, 1.326, 1.475], [3.224, 0.576, 0.613], [3.882, -0.552, -0.021], [5.277, -0.525, -0.170], [5.906, -1.543, -0.850], [5.150, -2.594, -1.368], [3.777, -2.615, -1.208], [3.113, -1.582, -0.542], [1.316, -1.452, -0.257], [1.270, -1.414, 1.592], [0.372, -0.580, 2.263], [0.459, -0.399, 3.639], [1.426, -1.073, 4.365], [2.308, -1.931, 3.714], [2.237, -2.091, 2.340], [0.742, -3.129, -0.699], [0.408, -4.094, 0.248], [-0.006, -5.359, -0.159], [-0.098, -5.666, -1.510], [0.213, -4.702, -2.460], [0.628, -3.441, -2.054], [5.834, 0.304, 0.251], [6.983, -1.536, -0.964], [5.641, -3.404, -1.895], [3.210, -3.448, -1.602], [-0.421, -0.085, 1.725], [-0.231, 0.272, 4.135], [1.497, -0.932, 5.437], [3.064, -2.463, 4.279], [2.950, -2.734, 1.837], [0.462, -3.864, 1.304], [-0.262, -6.104, 0.586], [-0.420, -6.652, -1.823], [0.125, -4.927, -3.517], [0.845, -2.683, -2.800], [-5.572, 5.357, 1.074], [-4.619, 4.645, 0.359], [-4.995, 3.868, -0.741], [-4.054, 3.122, -1.425], [-2.721, 3.152, -1.022], [-2.330, 3.939, 0.059], [-3.278, 4.673, 0.747], [-1.512, 2.254, -1.908], [-2.077, 1.806, -3.147], [-0.331, 3.078, -1.946], [-1.040, 0.960, -0.957], [-2.006, -0.054, -0.765], [-1.594, -1.187, -0.197], [-2.505, -2.145, -0.018], [-3.825, -2.011, -0.382], [-4.160, -0.786, -0.930], [-3.277, 0.182, -1.117], [-6.449, 5.538, 0.620], [-5.243, 6.105, 1.658], [-6.034, 3.855, -1.057], [-4.333, 2.518, -2.278], [-1.295, 3.984, 0.370], [-2.972, 5.285, 1.590], [-2.149, -3.060, 0.447], [-4.547, -2.804, -0.237], [-5.184, -0.563, -1.222], [2.668, 2.653, -1.724], [2.167, 4.206, -0.923], [1.275, 4.048, 0.301], [0.946, 5.103, 0.808], [0.937, 2.860, 0.707], [1.627, 4.777, -1.667], [3.081, 4.713, -0.639]]
}

{
  "formula": "C31H25N5O11PRhS2",
  "method": "ωB97M-V/def2-TZVPD",
  "multiplicity": 5,
  "orbital_gap_ev": [8.21, 5.61],
  "charge": 0,
  "max_force_ha_per_bohr": 0.00729,
  "relative_energy_kj_mol": 0.0,
  "symbols": ["Rh", "O", "C", "O", "C", "C", "C", "C", "C", "C", "O", "N", "O", "O", "N", "O", "O", "H", "H", "O", "S", "O", "O", "C", "C", "C", "C", "C", "C", "P", "C", "C", "C", "C", "C", "C", "C", "C", "C", "C", "C", "C", "H", "H", "H", "H", "H", "H", "H", "H", "H", "H", "H", "H", "H", "H", "S", "C", "N", "C", "C", "C", "N", "H", "H", "H", "H", "C", "C", "N", "O", "H", "H", "H", "H", "H"],
  "coordinates": [[-0.015, -0.204, 0.170], [-2.396, 1.936, 2.948], [-1.669, 0.865, 2.655], [-0.573, 0.954, 2.113], [-2.286, -0.413, 3.027], [-3.259, -0.438, 4.014], [-3.780, -1.639, 4.446], [-3.364, -2.839, 3.886], [-2.450, -2.803, 2.871], [-1.834, -1.611, 2.384], [-0.970, -1.679, 1.455], [-2.092, -4.077, 2.246], [-1.661, -4.956, 2.964], [-2.274, -4.186, 1.049], [-4.783, -1.653, 5.503], [-5.125, -0.585, 5.974], [-5.221, -2.733, 5.850], [-3.598, 0.481, 4.467], [-3.771, -3.777, 4.236], [3.554, -0.673, 2.287], [2.809, -0.510, 1.079], [2.043, -1.680, 0.617], [1.898, 0.668, 1.055], [3.961, -0.181, -0.229], [5.320, -0.182, 0.045], [6.220, 0.088, -0.973], [5.758, 0.365, -2.253], [4.397, 0.372, -2.515], [3.479, 0.091, -1.506], [1.689, 0.140, -1.902], [1.584, 1.776, -2.694], [1.579, 2.866, -1.822], [1.532, 4.157, -2.318], [1.477, 4.371, -3.690], [1.485, 3.293, -4.560], [1.543, 1.995, -4.066], [1.495, -1.094, -3.210], [2.374, -2.165, -3.338], [2.126, -3.162, -4.272], [1.004, -3.095, -5.083], [0.116, -2.034, -4.951], [0.351, -1.046, -4.010], [5.648, -0.391, 1.054], [7.282, 0.088, -0.766], [6.456, 0.583, -3.050], [4.047, 0.602, -3.514], [1.626, 2.693, -0.751], [1.532, 4.997, -1.635], [1.430, 5.380, -4.079], [1.446, 3.457, -5.629], [1.555, 1.160, -4.754], [3.250, -2.230, -2.705], [2.815, -3.991, -4.364], [0.816, -3.869, -5.816], [-0.767, -1.982, -5.575], [-0.365, -0.242, -3.887], [-1.439, 1.225, -1.045], [-2.224, 2.417, -0.015], [-1.490, 3.038, 0.966], [-2.152, 3.226, 2.206], [-3.504, 3.779, 1.925], [-4.083, 3.440, 0.765], [-3.485, 2.609, -0.176], [-0.531, 2.734, 1.038], [-1.541, 3.830, 2.871], [-4.014, 4.369, 2.671], [-5.081, 3.775, 0.514], [-1.564, -3.867, -2.021], [-0.608, -3.032, -1.225], [0.308, -3.656, -0.496], [-0.699, -1.789, -1.281], [-1.156, -4.845, -2.266], [-1.824, -3.332, -2.931], [-2.463, -3.999, -1.418], [0.258, -4.654, -0.392], [0.914, -3.121, 0.116]]
}

{
  "formula": "C31H26BCrN10O2",
  "method": "ωB97M-V/def2-TZVPD",
  "multiplicity": 5,
  "orbital_gap_ev": [5.35, 7.52],
  "charge": 1,
  "max_force_ha_per_bohr": 0.08343,
  "relative_energy_kj_mol": 191.3,
  "symbols": ["Cr", "C", "C", "N", "C", "C", "N", "C", "C", "C", "C", "C", "N", "C", "C", "N", "C", "C", "N", "C", "C", "C", "N", "C", "C", "H", "H", "H", "H", "H", "H", "H", "H", "H", "H", "H", "H", "O", "B", "O", "C", "C", "C", "C", "C", "C", "H", "H", "H", "H", "N", "C", "C", "C", "N", "H", "H", "H", "H", "C", "N", "C", "C", "N", "C", "H", "H", "H", "H", "H", "H"],
  "coordinates": [[-1.181, -0.612, 0.172], [-1.140, -0.586, 4.498], [-1.618, -0.901, 3.223], [-0.717, -0.825, 2.216], [0.581, -0.575, 2.469], [1.037, -0.377, 3.746], [0.147, -0.398, 4.725], [1.492, -0.567, 1.284], [2.841, -0.483, 1.389], [3.548, -0.509, 0.088], [2.838, -0.344, -1.049], [1.438, -0.473, -1.040], [0.816, -0.667, 0.201], [0.552, -0.398, -2.097], [0.938, -0.115, -3.454], [0.027, 0.085, -4.409], [-1.300, 0.024, -4.046], [-1.690, -0.229, -2.781], [-0.768, -0.432, -1.769], [5.058, -0.477, 0.158], [5.705, 0.677, -0.279], [7.039, 0.703, -0.031], [7.736, -0.347, 0.461], [7.102, -1.482, 0.704], [5.711, -1.549, 0.651], [-1.786, -0.401, 5.298], [-2.599, -1.347, 2.939], [2.033, -0.278, 4.071], [3.453, -0.620, 2.288], [3.298, -0.384, -2.040], [1.970, -0.056, -3.615], [-1.954, 0.093, -4.893], [-2.729, -0.427, -2.584], [5.082, 1.480, -0.625], [7.562, 1.567, -0.350], [7.649, -2.372, 1.084], [5.140, -2.440, 0.786], [-1.803, 2.468, 0.273], [-0.831, 1.500, 0.127], [0.421, 2.079, -0.238], [0.181, 3.426, -0.332], [1.013, 4.472, -0.547], [0.491, 5.778, -0.450], [-0.849, 5.936, -0.234], [-1.714, 4.868, 0.003], [-1.161, 3.682, 0.016], [2.058, 4.391, -0.670], [1.113, 6.592, -0.520], [-1.232, 6.964, -0.203], [-2.747, 4.981, 0.339], [-0.111, -3.276, -0.887], [-0.109, -4.614, -0.902], [-1.065, -5.083, -0.025], [-1.563, -3.905, 0.513], [-1.056, -2.859, -0.013], [0.353, -2.619, -1.436], [0.608, -5.102, -1.610], [-1.381, -6.053, 0.292], [-2.333, -3.897, 1.262], [-6.550, 0.517, 0.149], [-5.250, -0.045, -0.168], [-5.106, -1.265, -0.791], [-3.820, -1.654, -0.733], [-3.177, -0.623, -0.050], [-3.999, 0.337, 0.278], [-7.220, -0.253, 0.624], [-6.971, 0.832, -0.768], [-6.477, 1.389, 0.801], [-5.942, -1.733, -1.130], [-3.292, -2.457, -1.134], [-3.791, 1.263, 0.776]]
}

{
  "formula": "C31H26Cl2IN8O4Pt",
  "method": "ωB97M-V/def2-TZVPD",
  "orbital_gap_ev": 5.37,
  "charge": 1,
  "max_force_ha_per_bohr": 0.00579,
  "relative_energy_kj_mol": 127.5,
  "symbols": ["Pt", "Cl", "C", "C", "C", "N", "C", "O", "C", "C", "C", "C", "C", "N", "C", "C", "C", "Cl", "N", "C", "O", "C", "C", "C", "C", "C", "N", "H", "H", "H", "H", "H", "H", "H", "H", "H", "H", "I", "C", "C", "C", "C", "C", "C", "C", "O", "O", "H", "H", "H", "H", "C", "N", "C", "N", "C", "N", "C", "N", "C", "C", "H", "H", "H", "H", "H", "H", "H", "H", "H", "H", "H", "H"],
  "coordinates": [[0.241, -0.073, -0.317], [-3.717, 0.635, -5.832], [-2.949, 0.847, -4.325], [-1.989, -0.006, -3.934], [-1.344, 0.199, -2.664], [-0.378, -0.493, -2.183], [0.180, -1.632, -2.916], [0.925, -1.429, -3.826], [-0.223, -2.947, -2.363], [0.516, -4.072, -2.684], [0.132, -5.274, -2.109], [-0.965, -5.285, -1.268], [-1.646, -4.096, -1.024], [-1.281, -2.935, -1.550], [-1.793, 1.292, -1.785], [-2.807, 2.193, -2.266], [-3.359, 1.981, -3.473], [-4.569, 3.036, -4.046], [-1.216, 1.342, -0.628], [-1.567, 2.455, 0.240], [-0.859, 3.417, 0.265], [-2.763, 2.231, 1.100], [-3.046, 3.135, 2.112], [-4.150, 2.878, 2.912], [-4.910, 1.752, 2.651], [-4.546, 0.916, 1.598], [-3.485, 1.140, 0.834], [-1.687, -0.826, -4.570], [1.370, -3.992, -3.340], [0.687, -6.181, -2.310], [-1.297, -6.200, -0.798], [-2.514, -4.081, -0.376], [-3.134, 3.027, -1.662], [-2.417, 4.004, 2.255], [-4.414, 3.548, 3.719], [-5.777, 1.514, 3.251], [-5.126, 0.031, 1.368], [5.867, 2.884, -3.982], [4.797, 1.380, -3.017], [4.944, 0.059, -3.419], [4.229, -0.934, -2.773], [3.351, -0.626, -1.736], [3.228, 0.700, -1.342], [3.947, 1.705, -1.972], [2.620, -1.781, -1.105], [3.030, -2.911, -1.242], [1.532, -1.565, -0.376], [5.613, -0.194, -4.230], [4.340, -1.969, -3.064], [2.571, 0.978, -0.528], [3.843, 2.733, -1.650], [1.875, -0.700, 2.189], [2.107, -0.534, 3.600], [2.443, 0.858, 3.886], [1.350, 1.749, 3.486], [1.115, 1.602, 2.072], [0.731, 0.187, 1.703], [-0.473, -0.191, 2.535], [-0.227, -0.030, 3.945], [0.896, -0.892, 4.334], [0.140, 1.362, 4.213], [1.617, -1.730, 1.963], [2.764, -0.424, 1.623], [3.348, 1.133, 3.342], [2.626, 0.974, 4.954], [2.014, 1.857, 1.511], [0.314, 2.271, 1.774], [-0.709, -1.230, 2.304], [-1.309, 0.437, 2.227], [0.640, -1.931, 4.127], [1.076, -0.779, 5.403], [0.312, 1.489, 5.281], [-0.685, 2.012, 3.909]]
}